# 1
C41H38Br4N8O2SeTa | ωB97M-V/def2-TZVPD

Element x y z (Å)
Ta  0.15  0.09  -0.13
C  6.21  -1.71  3.21
C  4.91  -1.68  4.03
C  5.00  -0.59  5.12
C  4.72  -3.04  4.71
C  3.79  -1.32  3.10
C  3.81  -0.10  2.42
C  2.79  0.23  1.56
N  1.74  -0.57  1.32
C  1.68  -1.76  1.97
C  2.68  -2.15  2.85
C  0.45  -2.54  1.73
C  0.24  -3.80  2.28
C  -0.98  -4.48  2.11
C  -1.97  -3.78  1.41
C  -1.68  -2.55  0.86
N  -0.49  -1.94  0.97
C  -1.20  -5.85  2.67
C  -0.04  -6.78  2.28
C  -2.51  -6.49  2.20
C  -1.24  -5.71  4.21
H  7.03  -2.00  3.85
H  6.44  -0.74  2.78
H  6.14  -2.43  2.40
H  5.80  -0.86  5.81
H  4.08  -0.53  5.68
H  5.23  0.38  4.71
H  5.58  -3.22  5.36
H  4.69  -3.84  3.98
H  3.83  -3.06  5.33
H  4.62  0.60  2.56
H  2.80  1.18  1.03
H  2.61  -3.09  3.36
H  1.03  -4.27  2.85
H  -2.95  -4.20  1.29
H  -2.43  -2.01  0.29
H  0.01  -6.89  1.20
H  -0.23  -7.77  2.70
H  0.92  -6.44  2.65
H  -2.53  -6.59  1.11
H  -3.38  -5.93  2.52
H  -2.59  -7.48  2.62
H  -0.30  -5.34  4.60
H  -1.43  -6.69  4.64
H  -2.04  -5.04  4.52
Se  -6.81  2.72  2.84
N  -5.29  2.27  3.56
C  -4.45  1.88  2.62
C  -3.10  1.46  2.84
C  -2.53  1.44  4.12
C  -1.21  1.07  4.24
C  -0.50  0.71  3.10
N  -1.02  0.68  1.88
C  -2.31  1.06  1.73
C  -2.88  1.05  0.40
N  -2.11  0.62  -0.63
C  -2.61  0.65  -1.86
C  -3.90  1.09  -2.15
C  -4.71  1.51  -1.12
C  -4.21  1.49  0.18
C  -4.99  1.91  1.30
N  -6.24  2.33  1.24
H  -3.14  1.72  4.96
H  -0.73  1.05  5.21
H  0.54  0.44  3.19
H  -1.97  0.31  -2.66
H  -4.25  1.10  -3.17
H  -5.72  1.86  -1.29
Br  2.93  6.25  -1.85
C  2.61  4.41  -1.65
C  3.47  3.47  -2.26
Br  4.94  4.06  -3.28
C  3.25  2.10  -2.11
Br  4.39  0.80  -2.85
C  2.13  1.67  -1.39
O  1.73  0.43  -1.19
C  1.26  2.61  -0.78
O  0.28  2.03  -0.13
C  1.52  3.98  -0.89
Br  0.35  5.17  -0.02
C  -1.46  -4.48  -3.43
C  -0.86  -3.15  -3.19
C  -0.42  -2.19  -4.08
C  0.02  -1.10  -3.32
N  -0.15  -1.37  -2.00
N  -0.68  -2.63  -1.96
C  0.60  0.14  -3.87
H  -1.41  -4.73  -4.48
H  -2.50  -4.48  -3.12
H  -0.94  -5.26  -2.87
H  -0.41  -2.26  -5.15
H  -0.81  -3.12  -1.08
H  0.34  0.21  -4.92
H  1.69  0.09  -3.80
H  0.26  1.04  -3.36

Summary:
Gap between HOMO and LUMO = 5.56 eV
Highest occupied orbital energy = -15.2 eV
Energy relative to the best compared isomer or geometry (same formula, charge and spin) = 0.8949 eV
Total energy = -406199.1820 eV
Total charge = +3

Löwdin population analysis, charges in e, atoms 1 to 8: 2.048, -0.013, -0.554, -0.016, -0.043, -0.102, 0.055, -0.065

***

# 2
C41H38Cl2N7O4P2V | ωB97M-V/def2-TZVPD

Element x y z (Å)
V  -0.32  -0.29  -0.59
Cl  -0.32  -6.92  1.26
C  -0.42  -5.42  0.30
C  0.09  -4.19  0.70
C  0.26  -3.05  -0.08
N  0.90  -1.82  0.31
C  2.24  -2.08  0.64
O  2.75  -3.20  0.66
C  3.13  -0.96  1.23
C  4.45  -1.28  1.52
C  5.29  -0.31  2.04
C  4.74  0.91  2.37
C  3.39  1.15  2.10
N  2.61  0.23  1.55
C  -0.31  -3.08  -1.33
C  -0.84  -4.29  -1.78
C  -0.90  -5.41  -1.00
Cl  -1.79  -6.78  -1.68
N  -0.26  -1.90  -2.08
C  0.01  -2.06  -3.40
O  0.50  -3.10  -3.88
C  -0.31  -0.92  -4.38
C  0.45  -0.69  -5.53
C  0.15  0.34  -6.37
C  -1.02  1.05  -6.12
C  -1.76  0.79  -4.98
N  -1.41  -0.19  -4.17
H  0.61  -4.17  1.67
H  4.77  -2.29  1.28
H  6.29  -0.57  2.34
H  5.31  1.71  2.88
H  2.87  2.10  2.35
H  -1.35  -4.29  -2.74
H  1.32  -1.37  -5.61
H  0.72  0.56  -7.24
H  -1.24  1.81  -6.88
H  -2.84  1.16  -4.84
C  3.40  0.92  -1.59
P  1.61  1.30  -1.46
C  1.19  2.08  -3.08
C  1.75  2.86  -0.42
C  2.60  3.92  -0.73
C  2.45  5.16  -0.10
C  1.55  5.32  0.94
C  0.80  4.21  1.31
C  0.85  2.93  0.67
P  -0.23  1.59  1.32
C  -1.88  2.34  1.42
C  0.11  1.58  3.08
H  3.99  1.29  -0.71
H  3.75  1.33  -2.53
H  3.42  -0.21  -1.62
H  1.93  2.74  -3.41
H  0.28  2.61  -2.84
H  0.97  1.31  -3.80
H  3.25  3.75  -1.61
H  3.03  6.03  -0.24
H  1.39  6.28  1.45
H  0.10  4.27  2.20
H  -2.34  2.47  0.45
H  -1.90  3.26  2.02
H  -2.51  1.53  1.85
H  0.30  2.65  3.33
H  1.00  0.94  3.30
H  -0.59  1.19  3.78
C  -4.30  -1.87  -0.27
C  -3.05  -1.55  -0.68
N  -2.09  -1.11  0.14
C  -2.40  -0.92  1.41
C  -3.65  -1.16  1.92
C  -4.62  -1.61  1.01
C  -3.91  -1.01  3.31
C  -3.06  -1.02  4.36
C  -1.65  -1.40  4.48
C  -0.90  -2.23  3.58
C  0.47  -2.33  3.87
N  1.01  -1.83  4.97
C  0.17  -1.35  5.87
N  -1.08  -1.17  5.71
H  -4.99  -2.23  -1.01
H  -2.87  -1.61  -1.76
H  -1.61  -0.45  2.00
H  -5.63  -1.71  1.37
H  -4.97  -0.82  3.54
H  -3.35  -1.06  5.38
H  -1.19  -2.49  2.57
H  1.15  -2.83  3.13
H  0.58  -1.05  6.84
C  -2.34  3.15  -2.55
C  -2.39  1.89  -1.78
O  -3.44  1.33  -1.37
O  -1.19  1.37  -1.55
H  -1.82  3.82  -1.81
H  -3.34  3.44  -2.78
H  -1.60  3.00  -3.41

Summary:
Multiplicity = 4
Gap between HOMO and LUMO (spin up / spin down) = 5.46 / 6.32 eV
Highest occupied orbital energy (spin up / spin down) = -3.9 / -4.7 eV
Energy relative to the best compared isomer or geometry (same formula, charge and spin) = 1.3806 eV
Total energy = -131068.1520 eV
Total charge = -1
<S²> = 3.761

Löwdin population analysis, charges in e, atoms 1 to 8: 0.533, 0.591, -0.648, -0.061, -0.255, 0.021, -0.439, 0.008

***

# 3
C41H38Cl2O14 | ωB97M-V/def2-TZVPD

Element x y z (Å)
C  0.98  -2.70  3.16
C  1.98  -1.61  2.88
Cl  3.64  -2.07  2.94
C  1.66  -0.33  2.66
Cl  2.78  0.96  2.50
O  0.33  0.06  2.70
C  -0.15  0.73  1.62
O  0.08  1.84  1.38
O  -1.09  0.02  0.96
O  -0.44  -1.22  0.53
C  -0.95  -1.54  -0.77
C  0.07  -1.36  -1.94
C  0.09  -2.64  -2.80
C  1.47  -0.92  -1.47
C  2.25  -0.06  -2.47
C  1.82  1.41  -2.41
C  2.20  -0.55  -3.93
H  1.49  -3.64  3.38
H  0.35  -2.43  4.02
H  0.32  -2.85  2.31
H  -1.29  -2.58  -0.69
H  -1.84  -0.93  -0.94
H  -0.33  -0.57  -2.58
H  -0.83  -3.22  -2.69
H  0.96  -3.26  -2.55
H  0.17  -2.37  -3.85
H  2.06  -1.81  -1.20
H  1.38  -0.33  -0.55
H  3.31  -0.10  -2.17
H  0.91  1.59  -3.00
H  1.65  1.74  -1.38
H  2.60  2.04  -2.83
H  1.20  -0.44  -4.35
H  2.90  0.04  -4.53
H  2.51  -1.59  -4.01
O  -2.40  1.66  -9.81
C  -2.21  1.26  -8.68
C  -2.56  2.10  -7.50
C  -2.35  1.66  -6.26
C  -1.76  0.32  -6.00
O  -1.56  -0.08  -4.87
C  -1.41  -0.51  -7.18
C  -1.62  -0.08  -8.42
H  -2.98  3.07  -7.71
H  -2.59  2.25  -5.38
H  -0.98  -1.48  -6.97
H  -1.38  -0.67  -9.29
O  8.06  -4.56  7.49
C  6.98  -4.75  6.98
C  5.90  -5.47  7.70
C  4.71  -5.69  7.14
C  4.42  -5.22  5.76
O  3.34  -5.41  5.25
C  5.50  -4.50  5.04
C  6.68  -4.28  5.60
H  6.14  -5.81  8.71
H  3.91  -6.21  7.65
H  5.26  -4.16  4.04
H  7.48  -3.75  5.10
O  -5.90  1.33  1.09
C  -5.26  1.76  0.15
C  -5.93  2.49  -0.96
C  -5.24  2.95  -2.00
C  -3.77  2.76  -2.09
O  -3.14  3.19  -3.03
C  -3.10  2.03  -0.98
C  -3.80  1.57  0.05
H  -7.00  2.62  -0.87
H  -5.70  3.49  -2.81
H  -2.03  1.91  -1.06
H  -3.33  1.03  0.87
O  -6.54  -1.82  5.44
C  -7.12  -0.75  5.35
C  -6.85  0.18  4.23
C  -7.49  1.35  4.14
C  -8.49  1.76  5.15
O  -9.07  2.82  5.07
C  -8.76  0.82  6.28
C  -8.12  -0.34  6.37
H  -6.12  -0.13  3.50
H  -7.31  2.04  3.33
H  -9.49  1.15  7.00
H  -8.30  -1.04  7.18
O  5.21  6.52  -0.97
C  5.46  5.36  -1.20
C  4.75  4.26  -0.49
C  5.03  2.99  -0.74
C  6.05  2.61  -1.76
O  6.29  1.44  -2.00
C  6.75  3.70  -2.47
C  6.48  4.98  -2.21
H  4.01  4.57  0.24
H  4.53  2.17  -0.24
H  7.49  3.40  -3.20
H  6.98  5.80  -2.72

Summary:
Gap between HOMO and LUMO = 7.61 eV
Highest occupied orbital energy = -9.3 eV
Energy relative to the best compared isomer or geometry (same formula, charge and spin) = 0.0000 eV
Total energy = -96833.8439 eV
SMILES string = C/C(Cl)=C(/Cl)OC(=O)OOC[C@H](C)CC(C)C.O=C1C=CC(=O)C=C1.O=C1C=CC(=O)C=C1.O=C1C=CC(=O)C=C1.O=C1C=CC(=O)C=C1.O=C1C=CC(=O)C=C1

Löwdin population analysis, charges in e, atoms 1 to 8: -0.072, -0.695, 0.706, -0.744, 0.757, 0.043, -0.589, 0.205

***

# 4
C41H39N2O2 | ωB97M-V/def2-TZVPD

Element x y z (Å)
C  -4.56  -3.39  -1.53
N  -3.20  -2.93  -1.64
C  -2.15  -3.81  -1.80
O  -2.20  -5.03  -1.70
C  -0.92  -2.94  -2.03
C  0.40  -3.54  -1.55
C  1.62  -2.81  -2.09
C  1.76  -2.63  -3.47
C  2.77  -1.80  -3.97
C  3.68  -1.21  -3.09
C  3.60  -1.47  -1.72
C  2.58  -2.28  -1.22
N  -1.33  -1.70  -1.37
C  -0.47  -0.62  -1.37
C  -0.67  0.59  -0.76
C  -0.21  1.84  -1.33
C  -0.78  3.06  -0.91
C  -0.17  4.27  -1.22
C  1.01  4.29  -1.98
C  1.50  3.10  -2.52
C  0.85  1.89  -2.27
C  -2.80  -1.54  -1.53
C  -3.15  -0.75  -2.80
C  -3.47  -0.85  -0.35
H  -4.56  -4.48  -1.52
H  -5.01  -3.02  -0.61
H  -5.17  -3.03  -2.37
H  -0.85  -2.78  -3.13
H  0.42  -3.58  -0.45
H  0.40  -4.57  -1.93
H  1.05  -3.12  -4.15
H  2.84  -1.62  -5.04
H  4.48  -0.57  -3.47
H  4.33  -1.04  -1.03
H  2.49  -2.48  -0.14
H  0.47  -0.80  -1.92
H  -1.27  0.63  0.14
H  -1.70  3.04  -0.32
H  -0.58  5.20  -0.83
H  1.55  5.22  -2.13
H  2.42  3.10  -3.12
H  1.18  0.96  -2.74
H  -2.72  -1.23  -3.69
H  -4.24  -0.73  -2.91
H  -2.78  0.27  -2.71
H  -3.29  -1.41  0.58
H  -3.11  0.17  -0.25
H  -4.56  -0.81  -0.53
C  0.17  -3.51  5.69
O  -0.81  -3.13  4.69
C  -0.43  -2.26  3.72
C  -1.47  -1.56  3.07
C  -1.17  -0.38  2.42
C  0.17  0.02  2.24
C  0.50  1.33  1.73
C  1.78  1.67  1.15
C  1.96  3.08  1.26
C  3.03  3.72  0.66
C  3.93  2.95  -0.08
C  3.76  1.56  -0.20
C  2.70  0.90  0.43
C  0.79  3.64  1.93
C  -0.12  2.56  2.20
C  -1.35  2.84  2.78
C  -1.68  4.18  3.03
C  -0.78  5.22  2.77
C  0.47  4.95  2.20
C  1.21  -0.83  2.70
C  0.93  -1.97  3.43
H  -0.44  -3.96  6.47
H  0.87  -4.23  5.26
H  0.72  -2.64  6.08
H  -2.50  -1.88  3.23
H  -1.98  0.26  2.07
H  3.12  4.80  0.74
H  4.75  3.43  -0.61
H  4.46  0.99  -0.80
H  2.56  -0.18  0.37
H  -2.02  2.03  3.05
H  -2.66  4.42  3.45
H  -1.05  6.25  2.99
H  1.20  5.72  1.97
H  2.25  -0.52  2.56
H  1.73  -2.57  3.87

Summary:
Gap between HOMO and LUMO = 4.30 eV
Highest occupied orbital energy = -9.7 eV
Energy relative to the best compared isomer or geometry (same formula, charge and spin) = 0.2098 eV
Total energy = -50218.1664 eV
Total charge = +1

Löwdin population analysis, charges in e, atoms 1 to 8: -0.010, -0.036, -0.370, 0.084, -0.185, -0.071, -0.247, -0.039

***

# 5
C41H40BrI2InN3O4Se2Si | ωB97M-V/def2-TZVPD

Element x y z (Å)
In  -0.45  -0.05  -0.15
I  5.99  -0.57  -5.24
C  4.22  -0.33  -4.12
C  3.02  -0.08  -4.77
C  1.88  0.09  -4.01
I  0.06  0.47  -4.97
C  1.86  0.06  -2.59
O  0.78  0.31  -1.95
C  3.11  -0.25  -1.97
C  3.25  -0.26  -0.47
N  2.26  -1.07  0.23
C  2.34  -2.49  -0.02
C  0.99  -3.16  -0.18
C  0.93  -4.55  -0.11
C  -0.28  -5.18  -0.36
C  -1.38  -4.41  -0.68
C  -1.23  -3.03  -0.69
N  -0.08  -2.42  -0.43
C  4.26  -0.42  -2.74
H  2.97  -0.02  -5.85
H  3.13  0.77  -0.12
H  4.27  -0.58  -0.23
H  2.34  -0.89  1.22
H  2.90  -3.02  0.75
H  2.88  -2.63  -0.97
H  1.82  -5.11  0.14
H  -0.35  -6.26  -0.31
H  -2.34  -4.86  -0.88
H  -2.08  -2.39  -0.90
H  5.20  -0.62  -2.24
O  4.22  6.26  0.23
C  3.39  5.22  0.01
C  3.68  4.18  -0.87
C  2.76  3.16  -1.02
N  1.60  3.12  -0.36
C  1.34  4.12  0.45
Br  -0.35  4.08  1.29
C  2.18  5.18  0.70
H  4.99  6.19  -0.33
H  4.61  4.17  -1.43
H  2.94  2.34  -1.71
H  1.93  5.96  1.42
O  -4.94  -1.62  -2.28
C  -4.13  -0.46  -2.14
C  -4.49  0.26  -0.85
C  -5.97  0.70  -0.95
O  -6.27  1.50  -2.10
C  -4.42  -0.69  0.35
Se  -2.72  -1.62  0.71
C  -3.63  1.51  -0.59
Se  -1.87  1.68  -1.48
H  -4.57  -2.16  -2.98
H  -4.28  0.22  -2.99
H  -3.07  -0.71  -2.11
H  -6.24  1.25  -0.04
H  -6.60  -0.18  -1.03
H  -5.55  2.13  -2.22
H  -5.15  -1.49  0.22
H  -4.66  -0.14  1.26
H  -3.47  1.61  0.48
H  -4.16  2.42  -0.91
C  3.41  3.14  4.23
C  2.12  3.07  4.73
C  1.20  2.17  4.20
C  1.55  1.32  3.16
C  2.86  1.39  2.68
C  3.78  2.28  3.20
Si  0.30  0.08  2.42
C  0.99  -1.63  2.91
C  2.14  -1.80  3.69
C  2.59  -3.07  4.03
C  1.90  -4.19  3.59
C  0.77  -4.04  2.81
C  0.32  -2.78  2.47
C  -1.28  0.27  3.44
C  -1.54  -0.52  4.56
C  -2.73  -0.39  5.26
C  -3.68  0.54  4.86
C  -3.43  1.34  3.75
C  -2.25  1.20  3.05
H  4.12  3.84  4.64
H  1.82  3.73  5.54
H  0.19  2.14  4.60
H  3.17  0.72  1.88
H  4.79  2.32  2.79
H  2.68  -0.93  4.04
H  3.48  -3.18  4.65
H  2.25  -5.18  3.87
H  0.22  -4.92  2.46
H  -0.58  -2.67  1.87
H  -0.81  -1.26  4.87
H  -2.91  -1.01  6.13
H  -4.61  0.64  5.42
H  -4.18  2.06  3.43
H  -2.06  1.83  2.19

Summary:
Gap between HOMO and LUMO = 6.02 eV
Highest occupied orbital energy = -4.0 eV
Energy relative to the best compared isomer or geometry (same formula, charge and spin) = 2.7701 eV
Total energy = -285816.8729 eV
Total charge = -1

Löwdin population analysis, charges in e, atoms 1 to 8: 0.391, 0.763, -0.741, -0.250, -0.613, 0.888, -0.458, -0.284

***

Look up the total energy of the second one. -131068.1520 eV